Record 1
Below is one molecule with the formula C6H10O, with properties calculated with the ωB97M-V functional and the def2-TZVPD basis.

Geometry as XYZ:
```
17
Properties=species:S:1:pos:R:3:forces:R:3
C -1.9286 -0.6465 0.2520 -0.14 0.09 0.12
C -0.8286 -0.1348 -0.6603 0.01 -0.23 0.06
O -0.6210 1.2540 -0.4041 -0.04 0.08 0.05
C 0.7644 1.5711 -0.4469 0.27 0.07 0.04
C 1.5044 0.2862 -0.1277 0.12 0.05 -0.10
C 0.9964 -0.4809 1.0563 0.07 -0.02 0.18
C 0.4941 -0.8004 -0.3260 -0.05 -0.10 -0.07
H -1.6270 -0.4595 1.2877 -0.17 -0.07 -0.17
H -2.0375 -1.7285 0.1242 -0.11 0.15 -0.04
H -2.8908 -0.1532 0.0887 0.14 -0.08 -0.13
H -1.0937 -0.2904 -1.7212 0.13 0.04 0.22
H 1.0724 1.9340 -1.4413 -0.15 -0.05 0.14
H 0.9294 2.3720 0.2841 0.00 -0.11 -0.13
H 2.5403 0.1704 -0.4310 -0.18 0.07 -0.06
H 0.3370 0.0520 1.7398 0.09 -0.16 -0.16
H 1.6507 -1.2033 1.5342 0.00 0.17 -0.12
H 0.7383 -1.7423 -0.8083 0.00 0.12 0.17
```
Forces are in eV/Å.

## Properties
2S+1: 1
highest occupied orbital energy: -9.597 eV
largest force on an atom: 0.00540 Eh/bohr
charge: 0
energy relative to the best compared isomer or geometry (same formula, charge and spin): 0.629 eV
structure (SMILES): C[C@H]1OC[C@H]2C[C@H]21
gap between HOMO and LUMO: 10.7 eV
energy: -8430.6118 eV

=====

Record 2
Below is one molecule with the formula C6H10O, with properties calculated with the ωB97M-V functional and the def2-TZVPD basis.

Geometry as XYZ:
```
17
Properties=species:S:1:pos:R:3:forces:R:3
C 2.7048 0.0840 0.8600 -0.08 0.05 -0.05
C 1.6423 0.6610 0.3068 0.10 -0.05 0.09
C 0.9884 0.1991 -0.9675 0.05 -0.01 -0.05
C -0.3396 -0.5157 -0.7031 0.02 0.00 -0.01
C -1.3974 0.3752 -0.0724 0.00 0.22 0.03
C -2.6119 -0.3254 0.4970 -0.06 0.04 0.02
O -1.2766 1.5816 -0.0262 -0.06 -0.46 -0.04
H 3.1999 -0.7680 0.3960 -0.08 0.12 0.03
H 3.1231 0.4412 1.7974 -0.07 -0.03 -0.15
H 1.1693 1.5099 0.7982 0.09 -0.12 -0.05
H 1.6588 -0.4841 -1.5027 -0.09 0.09 0.09
H 0.8003 1.0603 -1.6189 0.03 -0.11 0.10
H -0.7637 -0.9017 -1.6421 0.03 0.06 0.14
H -0.1832 -1.3925 -0.0607 -0.05 0.13 -0.06
H -3.0416 -1.0228 -0.2308 0.09 0.10 0.09
H -3.3584 0.4125 0.7962 0.10 -0.11 -0.05
H -2.3144 -0.9146 1.3728 -0.01 0.08 -0.13
```
Forces are in eV/Å.

## Properties
2S+1: 1
highest occupied orbital energy: -9.598 eV
largest force on an atom: 0.00898 Eh/bohr
charge: 0
energy relative to the best compared isomer or geometry (same formula, charge and spin): 0.203 eV
structure (SMILES): C=CCCC(C)=O
gap between HOMO and LUMO: 10.6 eV
energy: -8431.0373 eV

=====

Record 3
Below is a 3-piece molecular cluster, C6H10O overall, with properties calculated with the ωB97M-V functional and the def2-TZVPD basis.

Geometry as XYZ:
```
17
Properties=species:S:1:pos:R:3:forces:R:3
C -1.9562 -0.1550 0.8831 0.12 -0.09 0.07
C -0.8984 -0.8245 1.3337 -0.20 -0.02 -0.26
O -0.2384 -0.6071 2.5038 -0.15 0.17 0.11
H -2.4136 0.6571 1.4455 0.09 -0.12 -0.05
H -2.3853 -0.4160 -0.0771 0.08 0.02 0.14
H -0.4363 -1.6305 0.7713 -0.08 0.13 0.08
H -0.6943 0.0952 2.9882 0.09 -0.11 -0.02
C 0.1030 -1.2409 -1.8728 -0.24 -0.47 -0.15
C -0.4415 -2.2657 -2.1923 0.25 0.46 0.11
H 0.5833 -0.3330 -1.5628 -0.12 -0.20 -0.07
H -0.9220 -3.1737 -2.4840 0.08 0.15 0.05
C 1.1111 1.6815 0.1409 0.15 0.01 -0.11
C 2.1241 1.6195 -0.7183 -0.11 0.03 0.13
H 1.1023 1.1016 1.0615 0.05 0.10 -0.17
H 0.2412 2.3069 -0.0476 0.14 -0.09 0.01
H 2.1295 2.1942 -1.6418 -0.02 -0.07 0.14
H 2.9915 0.9906 -0.5314 -0.13 0.08 -0.01
```
Forces are in eV/Å.

## Properties
2S+1: 1
highest occupied orbital energy: -9.106 eV
largest force on an atom: 0.01073 Eh/bohr
charge: 0
energy relative to the best compared isomer or geometry (same formula, charge and spin): 3.640 eV
structure (SMILES): C=CO.C#C.C=C
gap between HOMO and LUMO: 10.1 eV
energy: -8427.6003 eV

=====

Record 4
Below is one molecule with the formula C6H10O, with properties calculated with the ωB97M-V functional and the def2-TZVPD basis.

Geometry as XYZ:
```
17
Properties=species:S:1:pos:R:3:forces:R:3
O 1.8679 -0.8213 1.1607 -0.17 0.05 0.20
C 1.3573 -0.4299 -0.1117 -0.13 0.10 -0.35
C 1.1137 1.0657 -0.2337 -0.14 0.02 0.06
C -0.1034 1.6129 -0.2297 0.14 -0.16 0.05
C -1.3773 0.8424 0.0008 0.04 -0.02 -0.03
C -1.1545 -0.6631 0.2272 0.04 -0.03 0.04
C 0.0931 -1.2086 -0.4842 -0.05 0.01 -0.03
H 1.1244 -0.8731 1.7749 0.14 0.13 -0.02
H 2.1687 -0.6888 -0.8019 -0.18 -0.01 0.03
H 1.9971 1.6903 -0.3666 -0.19 -0.07 0.06
H -0.2315 2.6864 -0.3826 0.17 -0.20 0.08
H -2.0689 1.0169 -0.8356 0.17 -0.05 0.05
H -1.8744 1.2812 0.8781 0.02 -0.11 -0.17
H -1.0720 -0.8598 1.3061 0.03 0.05 -0.14
H -2.0332 -1.2259 -0.1073 0.11 0.09 0.11
H 0.2299 -2.2648 -0.2217 0.04 0.16 -0.08
H -0.0370 -1.1605 -1.5727 -0.04 0.06 0.14
```
Forces are in eV/Å.

## Properties
2S+1: 1
highest occupied orbital energy: -9.480 eV
largest force on an atom: 0.00750 Eh/bohr
charge: 0
energy relative to the best compared isomer or geometry (same formula, charge and spin): 0.117 eV
structure (SMILES): O[C@@H]1C=CCCC1
gap between HOMO and LUMO: 10.4 eV
energy: -8431.1236 eV

=====

Record 5
Below is one molecule with the formula C6H10O, with properties calculated with the ωB97M-V functional and the def2-TZVPD basis.

Geometry as XYZ:
```
17
Properties=species:S:1:pos:R:3:forces:R:3
C -1.6019 0.6772 2.5783 -0.10 -0.08 -1.67
C -1.5630 0.5857 1.2380 0.18 -0.45 0.47
O -2.6560 0.5047 0.4244 -0.31 -0.11 0.22
C -0.3204 0.5801 0.4303 -0.29 0.06 0.63
C 0.0138 -0.3362 -0.4760 0.18 0.96 -0.52
C 1.0954 -0.0038 -1.4826 1.39 -1.11 0.53
C 2.1985 -1.0881 -1.6070 -0.66 -0.61 0.86
H -2.5681 0.5934 3.0520 0.16 0.21 0.55
H -0.6491 0.8043 3.0601 -0.16 -0.10 0.56
H -3.4547 0.6265 0.9561 0.10 -0.09 -0.07
H 0.2858 1.4489 0.6779 0.24 -0.04 -0.64
H -0.5411 -1.2632 -0.5511 -0.22 0.06 -0.24
H 0.7223 0.1970 -2.4812 -0.43 0.34 0.03
H 1.6241 0.8516 -1.0622 -0.23 0.43 -0.43
H 2.4799 -1.3121 -0.5740 0.42 -0.06 -0.13
H 1.8500 -2.0456 -2.0081 -0.23 0.20 -0.12
H 3.0845 -0.8202 -2.1749 -0.05 0.39 -0.04
```
Forces are in eV/Å.

## Properties
2S+1: 1
highest occupied orbital energy: -8.603 eV
largest force on an atom: 0.03602 Eh/bohr
charge: 0
energy relative to the best compared isomer or geometry (same formula, charge and spin): 1.180 eV
structure (SMILES): C=C(O)/C=C/CC
gap between HOMO and LUMO: 9.5 eV
energy: -8430.0600 eV

=====

Record 6
Below is a 2-piece molecular cluster, C6H10O overall, with properties calculated with the ωB97M-V functional and the def2-TZVPD basis.

Geometry as XYZ:
```
17
Properties=species:S:1:pos:R:3:forces:R:3
C -2.5960 0.4554 -1.1045 0.12 0.11 -0.07
C -0.5516 -0.3550 0.7221 0.04 0.03 0.00
C 0.2745 -1.5311 0.1645 -0.03 -0.03 -0.02
C 1.6802 -0.9821 0.1551 0.02 0.14 0.05
C 1.7248 0.3155 0.4526 0.02 -0.13 -0.06
C 0.3431 0.9005 0.6291 0.03 -0.10 0.27
O 0.0098 1.7761 -0.4447 0.14 -0.06 -0.20
H -1.8685 0.3936 -1.9472 -0.13 -0.02 0.15
H -1.5229 -0.2275 0.1925 0.04 0.01 0.03
H -2.5143 1.5289 -0.8328 -0.03 -0.17 -0.05
H -0.8249 -0.5423 1.7660 0.03 0.04 -0.15
H -0.0433 -1.8299 -0.8425 0.06 0.04 0.11
H 0.1902 -2.4265 0.7898 0.00 0.13 -0.07
H 2.5468 -1.5976 -0.0736 -0.13 0.10 0.02
H 2.6211 0.9277 0.4933 -0.13 -0.09 -0.01
H 0.2497 1.5238 1.5230 0.02 -0.09 -0.08
H 0.3452 1.3726 -1.2568 -0.05 0.11 0.08
```
Forces are in eV/Å.

## Properties
2S+1: 1
highest occupied orbital energy (alpha / beta): -9.114 / -9.108 eV
largest force on an atom: 0.00561 Eh/bohr
charge: 0
energy relative to the best compared isomer or geometry (same formula, charge and spin): 4.934 eV
gap between HOMO and LUMO (alpha / beta): 8.5 / 8.5 eV
energy: -8426.3065 eV

=====

Record 7
Below is one molecule with the formula C6H10O, with properties calculated with the ωB97M-V functional and the def2-TZVPD basis.

Geometry as XYZ:
```
17
Properties=species:S:1:pos:R:3:forces:R:3
O 2.3933 -0.8117 0.0050 0.08 -0.20 -0.05
C 1.1012 -0.2853 -0.1528 -0.49 0.12 -0.53
C 1.0228 1.1068 0.3791 -0.15 0.15 -0.19
C -0.1607 1.6988 0.2035 0.23 -0.04 -0.07
C -1.1916 0.8446 -0.4651 0.10 -0.12 -0.45
C -1.3820 -0.5330 0.2040 -0.03 0.00 0.01
C -0.0049 -1.2113 0.3825 0.02 -0.05 0.03
H 2.3474 -1.7516 -0.2026 0.14 0.06 0.01
H 0.7934 -0.1622 -1.2419 0.99 -0.39 0.63
H 1.9294 1.6171 0.6908 -0.14 -0.14 0.16
H -0.3205 2.7625 0.3543 -0.04 -0.18 0.22
H -0.7042 0.5722 -1.4380 -0.95 0.50 0.18
H -2.1378 1.3576 -0.6482 0.12 -0.10 0.02
H -1.8963 -0.4524 1.1673 0.09 0.12 -0.16
H -2.0228 -1.1299 -0.4545 0.07 0.03 0.18
H 0.1787 -1.4873 1.4268 0.07 0.18 -0.13
H 0.0545 -2.1350 -0.2100 -0.09 0.06 0.14
```
Forces are in eV/Å.

## Properties
2S+1: 1
highest occupied orbital energy: -9.236 eV
largest force on an atom: 0.02397 Eh/bohr
charge: 0
energy relative to the best compared isomer or geometry (same formula, charge and spin): 0.610 eV
structure (SMILES): O[C@@H]1C=CCCC1
gap between HOMO and LUMO: 10.2 eV
energy: -8430.6307 eV